63
Properties=species:S:1:pos:R:3:forces:R:3:nbo_charge:R:1 method="wB97M-V/def2-TZVPD" e_homo_ev="-7.908 / -8.533" fmax_ha_per_bohr=0.02385 homo_lumo_gap_ha="0.280 / 0.244" spin_multiplicity=5 e_lumo_ev="-0.29 / -1.90" e_above_lowest_kj_mol=104.88
Ru 0.27014 -0.18529 -0.50562 -0.69 0.45 -0.91 1.14
C 0.41585 -4.06395 0.87461 -0.07 0.12 0.02 -0.69
C 0.73686 -2.59454 0.87336 -0.24 -0.22 0.13 0.54
O -0.22351 -1.78640 0.76158 0.18 -0.33 -0.02 -0.63
C 2.09045 -2.21421 1.10419 0.10 0.41 0.00 -0.38
C 2.52007 -0.91260 1.34882 0.36 -0.47 0.21 0.29
C 3.75916 -0.64501 2.14550 -0.04 0.01 -0.13 -0.66
N 1.79286 0.12610 0.92133 -0.76 0.10 -0.50 -0.28
N 2.12074 1.33265 1.31442 0.58 -0.06 0.35 -0.34
C 1.15458 2.23195 1.01409 -0.62 -0.02 0.06 0.59
O 0.02049 1.88400 0.61998 0.51 0.00 -0.18 -0.62
C 1.47884 3.66218 1.19931 0.04 0.12 -0.04 -0.08
C 0.49181 4.60813 0.92883 0.02 -0.10 0.01 -0.18
C 0.78205 5.95856 1.00824 0.00 0.00 0.03 -0.22
C 2.06140 6.36979 1.35946 -0.02 0.04 -0.01 -0.19
C 3.04451 5.43034 1.63583 0.06 0.01 0.05 -0.22
C 2.75839 4.07746 1.55794 -0.03 -0.04 -0.02 -0.17
H -0.51744 -4.23381 0.34374 0.01 0.04 -0.01 0.25
H 0.30089 -4.40728 1.90482 0.03 -0.03 0.01 0.24
H 1.21998 -4.62858 0.40526 0.01 -0.02 0.05 0.23
H 2.79285 -3.01186 1.29802 -0.03 -0.03 0.04 0.23
H 4.27166 -1.57324 2.38352 0.00 -0.01 -0.02 0.22
H 3.48023 -0.13731 3.06954 0.04 0.01 0.01 0.25
H 4.42348 0.02522 1.59951 0.00 0.02 0.01 0.25
H -0.49464 4.26048 0.65275 -0.01 0.02 0.00 0.23
H 0.01209 6.68831 0.79451 0.02 0.01 -0.01 0.22
H 2.29275 7.42615 1.41289 0.00 -0.01 0.01 0.21
H 4.04062 5.75173 1.91173 -0.01 0.01 -0.01 0.21
H 3.52039 3.33705 1.75913 -0.01 0.00 -0.01 0.23
C -5.20786 0.97003 -6.13352 0.10 -0.03 0.00 -0.62
C -3.71257 1.08638 -6.42514 -0.19 0.02 -0.12 -0.02
C -3.35273 2.28941 -7.28710 0.01 0.05 0.12 -0.40
C -3.63896 3.58874 -6.54382 0.01 -0.11 -0.01 -0.42
C -2.99068 3.57746 -5.18442 -0.06 0.06 -0.09 -0.04
C -2.66888 4.75571 -4.54740 -0.01 -0.05 -0.02 -0.23
C -2.07647 4.73751 -3.28846 0.01 -0.13 0.04 0.38
F -1.77770 5.91523 -2.70918 0.00 0.01 -0.01 -0.32
C -1.79317 3.56856 -2.64159 0.01 0.16 0.02 -0.19
C -2.10686 2.36096 -3.27284 -0.07 -0.09 0.03 -0.16
C -1.78478 1.10831 -2.58975 -0.28 -0.18 -0.39 0.53
O -1.38801 1.13777 -1.40441 0.44 -0.04 0.21 -0.67
C -1.97177 -0.07557 -3.35826 0.31 -0.13 0.43 -0.32
C -2.57483 -0.00242 -4.57564 -0.08 0.15 -0.06 0.15
N -2.96276 1.14410 -5.16102 0.14 -0.26 -0.03 -0.36
C -2.69826 2.35525 -4.54552 0.10 0.21 0.24 0.23
C -1.47104 -1.43308 -2.90720 -0.33 0.16 -0.37 0.80
O -1.89772 -2.42322 -3.48315 0.14 0.04 0.11 -0.65
O -0.58700 -1.44397 -1.97628 0.50 0.08 0.67 -0.75
H -5.78033 0.99748 -7.06162 0.01 0.01 0.01 0.22
H -5.54388 1.78038 -5.48574 -0.03 0.00 -0.02 0.21
H -5.41845 0.02657 -5.62950 -0.02 0.02 0.02 0.23
H -3.37988 0.18237 -6.93623 0.03 -0.01 0.04 0.22
H -3.92330 2.24667 -8.21480 0.03 -0.03 -0.02 0.22
H -2.29088 2.23517 -7.53838 -0.01 0.01 -0.03 0.22
H -4.71917 3.71496 -6.42661 0.01 0.05 -0.04 0.22
H -3.27672 4.43971 -7.12045 -0.03 0.03 0.03 0.23
H -2.86545 5.70637 -5.02714 0.00 0.01 0.01 0.23
H -1.32436 3.54987 -1.66675 -0.01 -0.01 0.00 0.25
H -2.75635 -0.92218 -5.11823 -0.02 0.01 -0.02 0.25
Cl 3.14801 2.02790 -1.73983 -0.18 -0.07 0.10 -0.38
Si 1.90952 0.41252 -2.12934 0.20 0.05 -0.22 1.06
Cl 1.20066 0.80997 -4.03316 -0.04 -0.02 0.16 -0.38
Cl 3.19903 -1.19076 -2.35922 -0.11 0.01 0.11 -0.38